Formula: C22H46F3N2O10P2
Source: the Open Molecules 2025 dataset
Level of theory: ωB97M-V/def2-TZVPD

Geometry as XYZ:
```
85
Properties=species:S:1:pos:R:3:mulliken_charge:R:1
C 9.55 -6.08 -2.11 -0.782
C 8.86 -5.05 -0.99 -0.312
O 8.66 -5.78 0.27 -0.361
C 7.22 -6.14 0.46 -0.322
C 6.86 -7.49 -0.41 -0.349
O 5.76 -8.30 0.14 -0.300
C 4.47 -7.95 -0.48 -0.076
C 3.80 -6.48 -0.22 -0.123
N 2.54 -6.55 -1.06 0.174
C 1.76 -5.25 -1.02 -0.407
C 0.28 -5.31 -1.72 -0.744
C -0.98 -5.09 -0.70 0.827
F -1.99 -6.15 -1.05 -0.282
F -0.68 -5.28 0.74 -0.259
F -1.64 -3.75 -0.88 -0.239
C 2.32 -7.86 -1.78 -0.074
N 3.53 -8.71 -1.38 -0.054
H 9.80 -5.51 -3.12 0.317
H 8.82 -6.98 -2.35 0.167
H 10.60 -6.50 -1.73 0.253
H 7.89 -4.62 -1.48 0.233
H 9.60 -4.12 -0.87 0.304
H 7.09 -6.36 1.62 0.273
H 6.56 -5.20 0.22 0.265
H 6.69 -7.13 -1.52 0.255
H 7.84 -8.17 -0.38 0.333
H 4.15 -5.56 0.43 0.377
H 1.75 -4.78 0.08 0.405
H 2.40 -4.47 -1.66 0.313
H 0.08 -6.29 -2.36 0.221
H 0.22 -4.42 -2.51 0.323
H 1.41 -8.10 -2.48 0.330
H 3.71 -9.70 -1.73 0.306
O -4.48 1.82 -0.14 -0.653
P -3.89 1.02 1.04 1.172
O -4.86 -0.29 0.74 -0.354
C -4.71 -0.95 -0.51 -0.608
C -3.44 -1.77 -0.56 -0.757
O -4.82 1.82 2.18 -0.410
C -5.08 3.21 1.96 0.248
C -6.44 3.40 1.31 -1.140
O -3.23 0.12 2.37 -0.507
C -4.06 -0.64 3.25 -0.046
C -4.07 -2.12 2.88 -1.030
H -4.73 -0.23 -1.33 0.361
H -5.58 -1.61 -0.64 0.302
H -2.57 -1.19 -0.25 0.227
H -3.27 -2.15 -1.58 0.481
H -3.50 -2.64 0.10 0.165
H -4.28 3.66 1.35 -0.225
H -5.06 3.72 2.92 0.445
H -6.65 2.65 0.52 0.263
H -6.53 4.39 0.86 0.330
H -7.23 3.28 2.05 0.344
H -5.08 -0.25 3.30 0.209
H -3.63 -0.53 4.25 0.419
H -4.73 -2.32 2.03 0.139
H -4.45 -2.72 3.71 0.454
H -3.06 -2.47 2.61 0.220
O -1.00 9.68 -0.61 -0.700
P -1.01 8.17 -0.98 1.117
O -1.82 7.76 0.41 -0.351
C -3.12 8.29 0.60 -0.482
C -4.15 7.63 -0.30 -0.580
O 0.57 7.94 -0.49 -0.348
C 1.50 9.00 -0.71 -0.357
C 1.66 9.83 0.55 -1.042
O -1.02 6.49 -1.40 -0.485
C -0.74 5.48 -0.44 -0.331
C -2.02 4.86 0.11 -0.766
H -3.12 9.37 0.44 0.389
H -3.39 8.12 1.65 0.280
H -3.81 7.61 -1.34 0.235
H -5.10 8.16 -0.24 0.401
H -4.32 6.59 0.01 -0.041
H 1.18 9.62 -1.56 0.318
H 2.46 8.57 -0.99 0.367
H 0.71 10.01 1.07 0.272
H 2.12 10.80 0.32 0.342
H 2.30 9.31 1.27 0.307
H -0.11 5.84 0.38 0.272
H -0.18 4.70 -0.96 0.390
H -2.49 5.49 0.87 0.140
H -1.80 3.90 0.61 0.266
H -2.76 4.69 -0.68 0.347
```

LUMO level = -4.5 eV
Max |F| = 0.18956 Eh/bohr
Gap between HOMO and LUMO = 6.328 eV
Net charge = +1
HOMO = -10.86 eV
Total energy = -73725.455 eV

Formula: C15H28F6N3O21S2
Source: the Open Molecules 2025 dataset
Level of theory: ωB97M-V/def2-TZVPD

Geometry as XYZ:
```
75
Properties=species:S:1:pos:R:3:mulliken_charge:R:1
C 6.67 -1.67 -3.36 -0.712
C 5.40 -1.24 -4.15 0.569
O 5.19 -0.10 -4.64 -0.732
N 4.39 -2.13 -4.07 -0.049
H 2.87 3.53 0.55 0.320
H 4.45 -3.06 -3.71 0.335
C 2.97 -1.71 -4.43 -0.943
H 6.53 -1.02 -2.47 0.162
H 7.56 -1.30 -3.92 0.256
H 6.75 -2.76 -3.19 0.297
H 2.64 -0.81 -3.85 0.264
H 2.46 -2.63 -4.15 0.355
H 2.87 -1.69 -5.51 0.271
C -2.70 -1.66 -0.53 -0.208
C -4.04 -2.40 -0.67 0.599
O -4.16 -3.40 -1.44 -0.848
N -5.11 -1.78 -0.23 0.042
H -4.96 -0.97 0.36 0.215
H -1.33 -6.80 -1.26 0.361
C -6.38 -2.38 -0.01 -0.942
H -2.57 -1.11 -1.47 0.279
H -1.86 -2.39 -0.38 0.267
H -2.73 -0.89 0.25 -0.338
H -6.75 -1.91 0.94 0.254
H -6.26 -3.47 -0.12 0.367
H -7.08 -2.10 -0.80 0.269
C -0.83 2.22 2.75 -1.705
C -1.38 1.38 1.65 1.079
O -0.93 0.26 1.40 -0.777
N -2.34 1.86 0.86 0.045
H 3.14 0.02 4.72 0.317
H -2.60 1.13 0.20 0.155
C -3.06 3.08 1.06 -0.808
H -0.20 1.67 3.37 0.359
H -1.53 2.67 3.40 0.514
H -0.17 3.03 2.36 0.477
H -3.23 3.59 0.17 0.441
H -2.42 3.78 1.62 0.298
H -3.92 2.92 1.67 0.142
C 1.42 7.87 -0.28 0.631
F 1.14 7.92 1.04 -0.239
F 2.27 6.89 -0.51 -0.231
F 0.32 7.61 -0.98 -0.240
S 2.20 9.47 -0.81 1.074
O 3.54 9.41 -0.26 -0.642
O 2.20 9.23 -2.32 -0.685
O 1.28 10.51 -0.25 -0.670
C -6.14 1.54 3.58 0.563
F -7.27 1.02 3.25 -0.242
F -6.15 2.83 3.21 -0.267
F -6.07 1.54 4.92 -0.259
S -4.75 0.57 2.86 1.132
O -4.91 0.66 1.40 -0.802
O -3.59 1.24 3.43 -0.606
O -5.06 -0.78 3.33 -0.700
O 6.45 -5.50 -5.41 -0.517
C 6.17 -4.94 -4.04 0.713
O 7.24 -4.63 -3.33 -0.787
O 4.98 -4.77 -3.79 -0.763
H 7.35 -5.18 -5.51 0.281
O -2.96 -5.67 -1.49 -0.486
C -3.13 -6.88 -0.86 0.745
O -4.11 -7.49 -0.51 -0.557
O -1.88 -7.41 -0.82 -0.471
H -3.79 -5.01 -1.56 0.440
O 1.34 1.97 0.72 -0.470
C 2.22 2.18 1.73 0.700
O 2.24 1.81 2.88 -0.518
O 3.16 3.03 1.28 -0.483
H 0.67 1.31 1.11 0.425
O 4.06 -2.92 4.79 -0.483
C 3.62 -1.77 5.38 0.725
O 3.44 -1.63 6.56 -0.531
O 3.37 -0.86 4.45 -0.403
H 3.80 -2.93 3.83 0.373
```

LUMO level = 4.9 eV
Energy relative to the best compared isomer or geometry (same formula, charge and spin) = 0.0 kcal per mole
Max |F| = 0.08487 Eh/bohr
Gap between HOMO and LUMO = 8.082 eV
Net charge = -3
HOMO = -3.20 eV
Total energy = -101459.137 eV